{
  "formula": "C41H44NOPPtS",
  "method": "ωB97M-V/def2-TZVPD",
  "elements": ["Pt", "C", "C", "C", "C", "C", "H", "H", "H", "H", "H", "C", "C", "C", "C", "C", "C", "C", "C", "N", "C", "C", "C", "C", "C", "C", "C", "C", "C", "C", "H", "H", "H", "H", "H", "H", "H", "H", "H", "H", "H", "H", "H", "H", "H", "H", "H", "H", "H", "H", "H", "H", "H", "H", "O", "P", "C", "C", "C", "C", "C", "C", "C", "C", "C", "C", "C", "C", "C", "C", "C", "C", "C", "C", "H", "H", "H", "H", "H", "H", "H", "H", "H", "H", "H", "H", "H", "H", "H", "S"],
  "positions_angstrom": [[-10.506, -1.040, 17.633], [-10.346, -1.771, 19.732], [-10.539, -0.376, 20.059], [-11.836, 0.035, 19.637], [-12.529, -1.139, 19.250], [-11.719, -2.228, 19.400], [-9.557, -2.452, 20.019], [-9.736, 0.380, 20.266], [-12.124, 1.070, 19.547], [-13.414, -1.232, 18.652], [-11.906, -3.249, 19.126], [-14.093, 2.344, 15.338], [-13.776, 1.057, 14.731], [-14.264, 0.701, 13.497], [-13.869, -0.521, 12.953], [-14.360, -1.093, 11.588], [-13.068, -1.440, 13.673], [-12.602, -1.228, 15.033], [-13.061, 0.119, 15.489], [-11.991, -2.032, 15.902], [-11.606, -3.431, 15.481], [-11.224, -4.156, 16.747], [-10.940, -5.685, 16.579], [-9.743, -5.751, 15.587], [-10.193, -5.167, 14.261], [-11.496, -5.837, 13.751], [-12.626, -5.715, 14.757], [-12.209, -6.431, 16.021], [-12.927, -4.169, 15.090], [-10.416, -3.663, 14.553], [-15.212, 2.289, 15.658], [-13.952, 3.161, 14.668], [-13.512, 2.564, 16.187], [-14.987, 1.260, 13.037], [-13.487, -1.154, 10.935], [-15.109, -0.472, 11.105], [-14.821, -2.086, 11.717], [-12.911, -2.415, 13.169], [-12.789, 0.420, 16.445], [-11.992, -3.964, 17.498], [-10.300, -3.668, 17.147], [-10.705, -6.129, 17.510], [-9.423, -6.770, 15.606], [-8.935, -5.206, 16.027], [-9.365, -5.247, 13.540], [-11.207, -6.901, 13.546], [-11.634, -5.281, 12.807], [-13.527, -6.273, 14.559], [-11.976, -7.424, 15.768], [-13.033, -6.430, 16.786], [-13.653, -4.099, 15.934], [-13.381, -3.872, 14.180], [-10.484, -3.078, 13.611], [-9.503, -3.284, 14.990], [-8.148, -4.684, 18.484], [-6.796, -4.070, 18.778], [-6.938, -3.285, 20.469], [-7.332, -4.093, 21.547], [-7.565, -3.510, 22.761], [-7.383, -2.168, 22.977], [-6.991, -1.401, 21.928], [-6.736, -1.988, 20.661], [-6.234, -2.810, 17.547], [-4.942, -2.272, 17.576], [-4.544, -1.328, 16.676], [-5.373, -0.967, 15.606], [-6.654, -1.534, 15.469], [-7.046, -2.446, 16.476], [-5.373, -5.184, 18.824], [-4.343, -4.911, 19.702], [-3.170, -5.672, 19.704], [-3.084, -6.699, 18.826], [-4.118, -7.014, 17.919], [-5.262, -6.253, 17.896], [-7.418, -5.144, 21.450], [-7.880, -4.161, 23.601], [-7.590, -1.691, 23.881], [-6.949, -0.344, 22.050], [-6.566, -1.348, 19.801], [-4.270, -2.503, 18.429], [-3.547, -0.897, 16.761], [-4.981, -0.289, 14.871], [-7.256, -1.311, 14.599], [-7.986, -2.926, 16.378], [-4.457, -4.086, 20.414], [-2.327, -5.528, 20.388], [-2.137, -7.234, 18.700], [-3.954, -7.779, 17.189], [-6.148, -6.455, 17.326], [-9.416, 0.380, 16.421]],
  "atomic_forces_ev_per_a": [[-0.899, 0.679, 0.228], [-2.135, -0.443, 1.103], [1.118, 1.374, -1.036], [0.977, -0.415, 0.418], [-0.874, 0.885, -0.726], [3.440, -0.972, -0.317], [0.052, 0.267, 0.003], [-0.831, -1.056, 0.073], [-0.266, -0.086, 0.065], [-0.727, 0.370, 0.311], [-0.309, 0.027, 0.257], [-3.039, 0.201, 0.502], [1.363, -1.915, 1.271], [1.489, -2.187, 0.156], [0.206, -2.161, -0.207], [0.235, 0.563, 0.923], [-0.140, -0.479, -0.457], [-1.933, 2.270, -0.367], [0.400, -0.960, -1.886], [1.370, -0.280, -1.502], [-1.795, -0.678, 0.753], [0.897, -0.384, 1.641], [-0.835, 1.069, -1.481], [-1.482, -0.609, 1.056], [-0.022, 0.324, 0.900], [1.458, 0.080, -0.805], [0.036, 0.973, 1.572], [0.857, 2.264, 1.379], [0.573, -2.267, -0.348], [-0.269, 0.952, -1.836], [1.765, 0.524, -0.438], [-0.152, 0.598, -0.659], [0.671, 0.053, 1.190], [-1.492, 1.575, -1.349], [-0.207, -0.193, -0.114], [0.003, 0.258, 0.025], [0.382, 0.310, 0.004], [0.191, 0.958, 0.395], [0.602, 0.323, 1.714], [-0.099, -0.276, -0.218], [-0.496, -0.476, -0.105], [0.615, -0.172, 1.106], [0.290, -0.964, -0.727], [0.621, 0.559, 0.225], [-0.436, -0.049, -0.091], [-0.661, 0.756, -0.051], [-0.707, -0.602, 0.031], [-0.643, 0.383, -1.294], [0.385, -1.545, -0.078], [0.690, 0.045, -0.630], [0.493, 0.035, -0.639], [-0.547, 0.884, -0.534], [-0.339, -0.363, 0.221], [0.131, 0.240, 0.471], [1.489, 0.333, -0.253], [-1.661, 0.318, 0.233], [0.407, -3.051, -1.310], [0.312, 0.659, -0.268], [-0.371, -1.832, 1.461], [0.057, 0.081, -1.014], [0.365, -0.025, -1.441], [-0.462, 3.291, 0.678], [0.083, -0.040, -0.270], [0.062, -0.236, 2.016], [0.239, 0.433, -0.933], [-0.670, -0.607, 0.133], [1.623, -0.370, 1.206], [0.191, 0.330, -0.612], [0.059, -0.433, -0.249], [0.274, 0.472, 0.768], [-0.102, 0.374, 0.710], [0.460, -1.164, -1.793], [0.394, 0.631, 0.227], [-0.286, 0.775, 1.466], [-0.256, -0.862, -0.267], [0.185, 0.469, -0.576], [-0.324, 0.391, 1.477], [0.261, 0.664, -0.055], [0.337, 0.113, 0.129], [-0.411, -0.015, -0.725], [-0.226, -0.037, -0.057], [-0.063, 0.288, -0.235], [-0.197, -0.029, 0.226], [-0.892, -0.265, 0.117], [0.084, -0.284, -0.209], [-0.523, 0.373, -0.171], [-0.387, -0.025, 0.340], [-0.060, -0.468, -0.157], [-0.020, -0.256, -0.638], [0.050, -0.263, -0.055]],
  "total_energy_ha": -2577.433418,
  "homo_lumo_gap_ev": [7.31, 5.49],
  "lumo_energy_ev": [0.6, -1.7],
  "homo_energy_ev": [-6.70, -7.23],
  "multiplicity": 5
}